{
  "formula": "C2H6",
  "method": "ωB97M-V/def2-TZVPD",
  "elements": ["C", "C", "H", "H", "H", "H", "H", "H"],
  "xyz": [[0.557, 0.159, 1.081], [-0.664, -0.143, -1.179], [-0.069, 0.882, 1.352], [0.261, -0.826, 1.242], [1.663, 0.316, 0.796], [0.166, -0.655, -1.664], [-0.609, 0.889, -1.098], [-1.306, -0.622, -0.530]],
  "lowdin_charge": [0.061, 0.070, -0.062, -0.036, 0.046, 0.005, -0.044, -0.041],
  "multiplicity": 1,
  "homo_lumo_gap_ev": [9.1, 9.1],
  "e_lumo_ha": [0.017, 0.017],
  "e_above_lowest_kj_mol": 409.8,
  "energy_ha": -79.635859,
  "homo_energy_ev": [-8.68, -8.67],
  "charge": 0
}



{
  "formula": "C3H7N2S",
  "method": "ωB97M-V/def2-TZVPD",
  "elements": ["N", "C", "C", "N", "C", "S", "H", "H", "H", "H", "H", "H", "H"],
  "xyz": [[0.848, -0.286, 1.333], [-0.414, -0.818, 0.607], [-0.748, 0.114, -0.586], [0.096, 0.148, -1.853], [-0.022, 1.312, -1.182], [0.580, 2.771, -0.906], [1.333, -0.046, 0.584], [1.221, -1.034, 1.899], [0.619, 0.418, 1.944], [-0.269, -1.876, 0.341], [-1.268, -0.729, 1.227], [-1.818, 0.212, -0.666], [-0.159, -0.187, -2.741]],
  "lowdin_charge": [0.277, -0.037, -0.197, 0.125, -0.847, 0.759, 0.080, 0.180, 0.140, 0.147, 0.116, 0.134, 0.123],
  "multiplicity": 1,
  "homo_lumo_gap_ev": 8.9,
  "smiles": "[NH3+]C[C@@H]1NC1=S",
  "e_lumo_ha": -0.139,
  "e_above_lowest_kj_mol": 293.4,
  "energy_ha": -625.860438,
  "homo_energy_ev": -12.68,
  "charge": 1
}



{
  "formula": "C15H35CaN4O9P",
  "method": "ωB97M-V/def2-TZVPD",
  "elements": ["O", "H", "Ca", "N", "N", "N", "N", "O", "O", "O", "O", "C", "C", "C", "C", "C", "H", "H", "H", "C", "H", "H", "H", "C", "C", "H", "H", "H", "H", "H", "H", "H", "H", "C", "H", "H", "H", "O", "H", "H", "C", "C", "O", "P", "O", "C", "C", "O", "C", "C", "H", "H", "H", "H", "H", "H", "H", "H", "H", "H", "H", "H", "H", "H", "H"],
  "xyz": [[-0.952, -0.313, -5.191], [-0.437, 0.098, -5.929], [-0.412, 0.066, -2.410], [-0.331, 1.880, -0.538], [1.143, 1.721, -2.579], [-1.923, -0.780, -0.823], [-1.064, -2.080, -2.941], [-0.811, 1.766, 0.668], [-2.411, -0.107, 0.256], [-0.683, -2.763, -4.105], [1.734, 1.537, -3.707], [1.424, 2.821, -1.791], [0.593, 2.898, -0.637], [-2.191, -2.093, -0.859], [-1.666, -2.817, -2.018], [0.777, 3.853, 0.486], [1.151, 3.351, 1.391], [-0.174, 4.343, 0.731], [1.486, 4.635, 0.209], [2.559, 3.704, -2.104], [2.502, 3.995, -3.157], [3.519, 3.188, -1.951], [2.527, 4.607, -1.492], [-2.894, -2.855, 0.211], [-1.763, -4.286, -2.178], [-3.389, -2.155, 0.887], [-2.170, -3.479, 0.752], [-3.608, -3.545, -0.253], [-1.068, -4.641, -2.939], [-2.773, -4.565, -2.485], [-1.549, -4.775, -1.231], [-1.638, 0.641, 0.433], [-0.674, -2.040, -4.799], [-1.685, 0.748, -4.439], [-1.012, 1.508, -3.982], [-2.369, 0.292, -3.685], [-2.332, 1.334, -5.077], [-4.275, 2.354, -1.295], [-4.018, 1.482, -0.935], [-3.423, 2.838, -1.170], [-0.189, -3.430, 3.061], [-0.759, -2.040, 2.914], [-0.119, -1.261, 1.854], [1.481, -1.274, 1.586], [2.107, -1.251, 3.065], [1.694, -0.553, 4.275], [0.847, 0.678, 4.071], [1.789, 0.352, 1.112], [3.153, 0.806, 0.982], [3.489, 1.771, 2.071], [0.840, -3.403, 3.456], [-0.824, -3.986, 3.762], [-0.230, -3.982, 2.113], [-1.818, -2.074, 2.627], [-0.722, -1.494, 3.869], [1.173, -1.259, 4.938], [2.626, -0.273, 4.786], [-0.024, 0.482, 3.423], [0.476, 1.005, 5.058], [1.441, 1.515, 3.670], [3.861, -0.039, 0.967], [3.184, 1.278, -0.004], [3.567, 1.257, 3.028], [4.456, 2.209, 1.850], [2.783, 2.596, 2.137]],
  "lowdin_charge": [-0.160, 0.135, 1.403, -0.153, -0.339, -0.095, -0.115, -0.230, -0.097, -0.060, -0.259, -0.312, -0.297, -0.251, -0.249, -0.037, 0.060, 0.086, 0.064, -0.052, 0.076, 0.087, 0.061, -0.013, -0.005, 0.084, 0.083, 0.092, 0.086, 0.105, 0.090, 0.026, 0.086, -0.147, 0.063, 0.085, 0.099, -0.087, 0.015, 0.047, -0.097, -0.270, -0.359, 0.881, -0.349, -0.260, -0.082, -0.356, -0.297, -0.080, 0.073, 0.085, 0.071, 0.102, 0.103, 0.106, 0.115, 0.073, 0.090, 0.063, 0.109, 0.104, 0.067, 0.080, 0.056],
  "multiplicity": 1,
  "homo_lumo_gap_ev": 4.7,
  "e_lumo_ha": -0.033,
  "e_above_lowest_kj_mol": 45.8,
  "energy_ha": -2507.525930,
  "homo_energy_ev": -5.55,
  "charge": 0
}



{
  "formula": "C7H16Cl3NO2",
  "method": "ωB97M-V/def2-TZVPD",
  "elements": ["C", "O", "C", "C", "N", "C", "C", "O", "C", "H", "H", "H", "H", "H", "H", "H", "H", "H", "H", "H", "H", "H", "H", "H", "Cl", "C", "Cl", "Cl", "H"],
  "xyz": [[-2.063, 2.454, 1.774], [-0.816, 2.264, 1.042], [-0.819, 1.007, 0.398], [0.671, 0.507, 0.314], [0.847, -0.936, 0.192], [0.126, -1.385, -1.006], [0.408, -2.892, -1.353], [-0.420, -3.233, -2.517], [-0.509, -4.656, -2.810], [-1.981, 3.412, 2.287], [-2.130, 1.722, 2.578], [-2.915, 2.486, 1.095], [-1.249, 1.034, -0.603], [-1.384, 0.221, 0.899], [1.162, 0.836, 1.230], [1.205, 1.047, -0.467], [0.349, -1.376, 0.952], [0.292, -0.764, -1.886], [-0.960, -1.343, -0.931], [0.105, -3.434, -0.457], [1.483, -3.010, -1.484], [-0.943, -5.120, -1.924], [0.449, -5.159, -2.944], [-1.113, -4.853, -3.695], [1.811, 5.781, 2.617], [1.987, 4.187, 1.884], [2.923, 2.974, 2.791], [2.489, 4.484, 0.197], [0.993, 3.744, 1.828]],
  "lowdin_charge": [-0.073, -0.212, -0.233, -0.203, -0.055, -0.227, -0.182, -0.207, -0.095, 0.082, 0.087, 0.090, 0.116, 0.113, 0.095, 0.116, 0.102, 0.122, 0.105, 0.110, 0.116, 0.076, 0.077, 0.083, 0.521, -1.537, 0.532, 0.503, -0.026],
  "multiplicity": 1,
  "homo_lumo_gap_ev": 9.8,
  "smiles": "COCCNCCOC.ClC(Cl)Cl",
  "e_lumo_ha": 0.024,
  "energy_ha": -1862.041696,
  "homo_energy_ev": -9.17,
  "charge": 0
}



{
  "formula": "C4H8O2",
  "method": "ωB97M-V/def2-TZVPD",
  "elements": ["C", "O", "C", "C", "C", "O", "H", "H", "H", "H", "H", "H", "H", "H"],
  "xyz": [[2.003, 0.747, 0.169], [1.406, -0.450, 0.327], [0.212, -0.484, -0.423], [-0.921, -1.216, 0.190], [-1.301, 0.162, 0.520], [-2.213, 0.812, -0.235], [2.574, 0.860, -0.759], [2.635, 0.892, 1.010], [1.139, 1.387, -0.045], [0.258, -0.278, -1.504], [-0.574, -1.908, 1.039], [-1.549, -1.690, -0.648], [-1.124, 0.840, 1.360], [-2.546, 0.326, -1.000]],
  "lowdin_charge": [-0.160, -0.157, -0.212, -0.153, -0.221, -0.023, 0.088, 0.084, 0.084, 0.141, 0.144, 0.138, 0.145, 0.101],
  "multiplicity": 1,
  "homo_lumo_gap_ev": 8.4,
  "smiles": "CO[C@H]1C[C@@H]1O",
  "e_lumo_ha": 0.034,
  "e_above_lowest_kj_mol": 417.7,
  "energy_ha": -307.553351,
  "homo_energy_ev": -7.47,
  "charge": 0
}



{
  "formula": "C4H8N2O2",
  "method": "ωB97M-V/def2-TZVPD",
  "elements": ["N", "C", "C", "C", "N", "C", "O", "H", "H", "H", "H", "H", "H", "O", "H", "H"],
  "xyz": [[0.327, 0.242, 2.919], [0.618, 0.687, 1.881], [0.839, 1.079, 0.517], [0.151, 0.261, -0.602], [-0.690, -0.863, -0.374], [-0.334, 1.629, -0.308], [-1.578, 1.724, 0.276], [1.832, 1.480, 0.310], [0.778, 0.162, -1.490], [-0.458, -1.507, 0.374], [-1.618, -0.582, -0.067], [-0.078, 2.429, -1.008], [-1.604, 2.460, 0.897], [0.831, -3.130, -1.434], [0.704, -3.733, -0.651], [0.281, -2.339, -1.240]],
  "lowdin_charge": [0.153, -0.199, -0.150, -0.258, 0.056, -0.289, 0.016, 0.139, 0.146, 0.091, 0.096, 0.152, 0.117, -0.106, 0.055, -0.019],
  "multiplicity": 1,
  "homo_lumo_gap_ev": 10.4,
  "smiles": "N#C[C@H]1[C@@H](N)[C@H]1O.O",
  "e_lumo_ha": 0.017,
  "e_above_lowest_kj_mol": 263.9,
  "energy_ha": -417.155419,
  "homo_energy_ev": -9.95,
  "charge": 0
}



How do the records compare in max |F|? In the order shown, they have 0.10606, 0.12430, 0.08326, 0.03765, 0.07368, 0.03731 Eh/bohr.